61
Properties=species:S:1:pos:R:3:forces:R:3:nbo_charge:R:1 method="wB97M-V/def2-TZVPD" total_charge=-2 mol_weight_g_mol=429.4 spin_multiplicity=1 total_energy_ha=-1765.38796 largest_force_ha_per_bohr=0.01747
C 2.03914 3.25907 0.51728 0.0191 -0.0311 0.0746 -0.65
C 1.02526 3.08261 -0.59919 0.0265 -0.1341 -0.0766 -0.07
O 0.19720 4.22705 -0.84697 0.1437 -0.1015 0.0288 -0.53
C -0.66894 4.55528 0.19784 -0.2081 0.1199 0.0826 -0.07
C -1.89745 3.62177 0.38988 -0.1359 -0.0675 -0.0056 -0.10
O -2.07733 2.76318 -0.72414 0.0911 0.2062 0.0101 -0.54
C -2.84607 1.60388 -0.49997 0.0166 -0.1687 0.3485 0.45
C -2.84756 0.81543 -1.81244 -0.0427 -0.0258 0.1034 -0.42
C -1.46038 0.55040 -2.40742 0.0861 -0.1347 -0.2787 -0.41
C -1.07131 -0.93889 -2.55319 -0.0283 0.2352 -0.0561 -0.83
P 0.02482 -1.51420 -1.22284 -0.0627 -0.3854 0.4760 2.41
O 0.30925 -0.41789 -0.26557 -0.1442 0.0629 -0.2371 -1.14
O -0.73210 -2.76201 -0.60912 -0.0380 0.2576 0.0561 -0.84
C -0.03955 -3.42716 0.51400 0.2179 -0.1764 0.0426 -0.09
C -0.41301 -2.84593 1.86839 -0.0597 0.1302 -0.0800 -0.65
O 1.26422 -2.20998 -1.90064 -0.2250 0.3254 -0.3313 -0.82
C 2.35160 -1.37747 -2.39633 0.4254 0.2029 0.1164 -0.07
C 3.48056 -1.36456 -1.38313 -0.0708 0.3458 -0.1852 -0.69
C -4.30465 1.89895 -0.05121 -0.2248 0.0142 0.0489 -0.48
C -4.50145 1.16727 1.26016 -0.0543 0.2780 0.2370 0.11
F -5.66544 0.41979 1.29003 -0.0589 -0.0113 -0.0173 -0.35
C -3.27500 0.28096 1.41023 0.0957 0.5896 -0.2387 0.64
O -3.18702 -0.65376 2.14963 -0.0470 -0.7061 0.5220 -0.56
N -2.29978 0.80202 0.60963 -0.3661 -0.3297 -0.7512 -0.67
H 1.57038 3.31443 1.50476 0.0427 0.0210 -0.1172 0.20
H 2.68841 2.37844 0.53687 -0.0526 0.1063 -0.0174 0.25
H 2.65204 4.15225 0.36431 -0.0384 -0.0654 -0.0011 0.20
H 0.41166 2.20229 -0.39798 -0.0337 -0.0179 0.0209 0.19
H 1.54265 2.90768 -1.54685 -0.0703 0.0352 0.1004 0.18
H -0.12703 4.60287 1.15151 -0.1035 0.0285 -0.0295 0.17
H -1.03173 5.56698 -0.01368 0.0884 -0.1261 -0.0766 0.17
H -2.79003 4.25681 0.50092 0.0962 -0.0403 0.0877 0.15
H -1.79454 3.03360 1.30744 0.0896 -0.0489 -0.1284 0.19
H -3.36890 -0.12866 -1.60349 0.0290 0.1381 -0.0579 0.21
H -3.46527 1.36969 -2.52527 0.0143 0.0087 0.0503 0.21
H -0.71220 1.06115 -1.80204 0.0101 -0.0481 -0.0903 0.25
H -1.40983 1.00633 -3.40020 -0.0427 0.0268 0.1083 0.20
H -1.94666 -1.59517 -2.58694 0.0879 0.0559 -0.0434 0.24
H -0.52446 -1.07069 -3.49138 -0.0415 -0.1284 0.0988 0.24
H -0.34331 -4.46934 0.41592 0.0953 0.0607 0.0462 0.18
H 1.04141 -3.36852 0.35023 -0.0901 0.0189 0.0094 0.23
H 0.46573 -2.86349 2.51773 -0.0519 -0.1411 -0.0277 0.26
H -1.23168 -3.39870 2.33521 0.0350 0.0900 -0.0234 0.19
H -0.72035 -1.80253 1.76832 0.0571 -0.1433 0.0007 0.22
H 1.97571 -0.36229 -2.60110 -0.1152 -0.1608 0.0384 0.15
H 2.64103 -1.80397 -3.36164 -0.0795 -0.1616 0.1592 0.17
H 4.45944 -1.43439 -1.86446 -0.0942 -0.0495 0.0244 0.20
H 3.41263 -2.18770 -0.64925 0.2956 -0.0012 0.0137 0.35
H 3.46480 -0.44995 -0.78467 -0.0437 -0.1034 -0.0212 0.21
H -5.00926 1.50746 -0.78896 0.0708 -0.0414 0.0723 0.23
H -4.52163 2.96117 0.06092 0.2409 0.0044 -0.1615 0.22
H -4.51792 1.84091 2.12532 -0.1306 -0.0441 -0.0834 0.17
H -1.53007 0.16187 0.39705 0.5168 0.3651 0.1117 0.45
O 4.46927 -2.67505 0.79224 -0.0894 -0.0879 0.0060 -1.03
C 4.90558 -3.15094 1.99781 0.1665 -0.0846 0.2819 -0.05
C 3.93119 -4.08326 2.79909 -0.1773 -0.0735 -0.0854 -0.03
O 4.33643 -4.54356 4.00718 0.0495 0.0638 -0.0633 -1.00
H 5.15961 -2.33831 2.73136 -0.0207 0.0108 -0.0619 0.06
H 5.85182 -3.75295 1.92197 -0.0277 0.0267 -0.0370 0.06
H 3.68838 -4.90440 2.05791 -0.0234 0.0011 -0.0025 0.04
H 2.97163 -3.47588 2.83887 -0.0148 0.0099 0.0097 0.03

63
Properties=species:S:1:pos:R:3:forces:R:3:nbo_charge:R:1 method="wB97M-V/def2-TZVPD" total_charge=+4 mol_weight_g_mol=946.2 spin_multiplicity=1 total_energy_ha=-4124.52659 largest_force_ha_per_bohr=0.13371
I 0.70882 3.06602 -2.51962 0.5751 1.3943 -1.2776 0.41
I 3.57275 0.61105 -4.19911 0.3156 0.6333 -0.8152 0.35
Y 2.63035 -1.50497 -2.50414 -0.7053 1.2872 0.1929 1.46
Lu -0.06209 1.02404 -0.87017 -0.1423 -0.5603 1.1104 1.24
S 0.17645 -0.71867 -2.86580 0.8613 0.6071 0.0662 -0.42
S 2.28381 0.07705 -0.42715 -0.3526 -0.1581 -1.4396 -0.46
C -2.27986 -0.17531 -0.51455 -5.1764 -2.6952 0.5711 0.51
C -1.15875 -1.43590 -3.92776 0.0248 -0.0944 -0.0961 -0.02
C 3.44877 0.28526 0.99646 -0.1785 -0.4410 -0.3018 -0.02
C -0.47161 -1.83767 -5.22080 0.1929 0.0702 -0.2655 -0.63
C -1.62535 -2.61137 -3.09559 -0.1628 -0.2292 0.0032 -0.62
C -2.24698 -0.39941 -4.13229 -0.0303 0.4167 -0.0469 -0.64
C 4.86596 0.13567 0.48665 0.2905 0.2032 -0.1660 -0.63
C 3.00697 -0.90680 1.81779 0.2041 0.0308 0.6642 -0.61
C 3.22344 1.63158 1.63733 -0.1969 0.4047 0.1757 -0.62
C 1.83468 -3.77047 -3.16153 -2.0228 -5.9551 -2.0567 0.44
C 3.80369 -3.01154 -0.99997 3.7441 -4.0040 4.1501 0.43
O -3.30724 -0.70805 -0.41598 4.8549 2.5582 -0.4355 -0.32
O 1.46428 -4.81109 -3.51129 1.7721 4.9440 1.7170 -0.25
O 4.42327 -3.67744 -0.28562 -2.9085 2.9989 -3.2858 -0.25
H 0.33505 -2.55755 -5.02432 -0.3137 -0.0794 -0.1278 0.19
H 0.00376 -0.97292 -5.70407 -0.3520 -0.1683 -0.0260 0.23
H -1.20430 -2.28571 -5.90397 0.2512 0.0564 0.0773 0.28
H -0.79558 -3.29289 -2.89681 -0.2481 -0.1425 -0.1077 0.20
H -2.41625 -3.13178 -3.63638 -0.0199 -0.1505 0.0787 0.28
H -2.01105 -2.27819 -2.12972 -0.1157 -0.1431 -0.1594 0.20
H -2.72514 -0.08933 -3.19258 0.0094 -0.2714 -0.1648 0.20
H -3.01189 -0.85143 -4.77690 0.0656 0.2356 0.1297 0.28
H -1.87065 0.51794 -4.60567 -0.0820 -0.3426 -0.1208 0.24
H 5.52081 0.20906 1.36417 0.1039 -0.0515 -0.3106 0.28
H 5.13636 0.91867 -0.23472 -0.0366 -0.0674 0.3353 0.24
H 5.04458 -0.83324 0.00127 -0.0398 0.0639 0.2363 0.19
H 3.59407 -0.92642 2.73062 0.0246 -0.2493 0.2780 0.27
H 3.15428 -1.83348 1.25486 0.0283 0.1232 0.3510 0.20
H 1.94299 -0.82635 2.06579 0.3712 -0.2547 0.1293 0.20
H 3.92117 1.69973 2.47797 -0.1757 0.1680 0.0188 0.28
H 2.18646 1.76606 2.00584 0.8302 0.0105 -0.1141 0.19
H 3.42298 2.46141 0.94596 0.0578 -0.2340 0.1783 0.25
C -1.98736 -2.10617 3.88103 -0.2307 -0.2817 0.0823 -0.63
C -1.49524 -1.30090 2.70376 -0.7391 -0.9819 -0.0579 -0.08
O -0.45611 -0.45984 3.24796 1.0712 2.7897 -1.8250 -0.84
P 0.11242 0.83256 2.39761 -2.5735 0.6593 4.5106 1.78
O -0.47002 2.06089 3.29626 1.1915 -2.3745 -2.4827 -0.79
C -1.73257 2.05251 4.08942 0.2268 -0.1369 0.9452 -0.08
C -2.93670 2.27593 3.21886 -0.0347 0.4209 -0.1231 -0.64
O -0.08204 2.41259 0.62204 0.1767 -0.9476 -0.6821 -0.93
C -0.98803 3.48921 0.50043 -0.1507 0.7056 0.0492 -0.08
C -2.23450 3.08867 -0.26799 0.0074 0.0929 0.1237 -0.65
H -1.14200 -2.64157 4.33173 -0.2823 0.0873 -0.0756 0.25
H -2.74431 -2.83199 3.56155 0.1553 0.1290 0.1004 0.25
H -2.43706 -1.44287 4.63519 0.1599 -0.2527 -0.2520 0.24
H -1.08347 -1.93158 1.90090 0.0826 0.0235 0.2227 0.18
H -2.30990 -0.70121 2.27088 0.2125 0.0881 0.2539 0.17
H -1.81356 1.11368 4.65834 0.3151 0.3537 -0.2423 0.22
H -1.55043 2.89060 4.77358 -0.2429 -0.3406 -0.1057 0.25
H -3.07954 1.51120 2.43525 0.0992 0.1466 0.3439 0.18
H -3.79165 2.23738 3.90241 -0.0458 0.0056 -0.2349 0.29
H -2.91512 3.27742 2.76694 -0.1241 -0.3488 0.0840 0.23
H -1.20850 3.84359 1.50355 -0.2302 0.1300 0.0046 0.22
H -0.48734 4.31949 -0.02170 -0.0687 -0.0612 0.1954 0.20
H -2.79112 2.27866 0.22604 0.0726 0.2811 -0.0483 0.22
H -2.88092 3.96207 -0.34175 -0.2610 -0.0915 -0.1045 0.30
H -2.01394 2.81411 -1.32049 -0.1049 -0.0099 0.1725 0.19

64
Properties=species:S:1:pos:R:3:forces:R:3:nbo_charge:R:1 method="wB97M-V/def2-TZVPD" total_charge=+1 mol_weight_g_mol=501.7 spin_multiplicity=1 total_energy_ha=-2607.14256 largest_force_ha_per_bohr=0.15128
C 0.84103 -3.46316 3.23952 -0.7020 0.7978 0.8578 -0.65
C -0.49418 -3.73827 2.34859 -0.3618 -0.1806 0.9620 -0.43
C -0.32784 -3.72933 0.73557 -0.5507 -0.0925 -0.2952 -0.27
C -0.76888 -5.21837 0.11728 -0.1743 1.1565 -0.4888 -0.62
C 1.11096 -3.30579 0.12261 2.9257 -1.1312 -4.6196 0.24
C 1.57208 -3.92759 -1.34675 1.4810 3.9655 5.1300 -0.07
N 2.91210 -3.26973 -1.59575 -1.5410 0.1008 3.0013 -0.37
C 3.61840 -3.60530 -2.92507 -0.0700 2.0587 -0.7468 -0.24
C 2.65900 -2.88903 -4.09376 -0.3598 -2.0528 -0.2049 -0.56
S 2.67302 -1.02028 -3.97707 -1.4425 -0.1258 1.0926 0.32
C 1.42126 -0.37000 -2.74492 -4.2445 4.2884 4.9101 0.27
N 1.30649 1.06606 -2.26343 0.1976 -3.9007 -0.9462 -0.28
N 0.31331 1.28166 -1.32106 -1.2890 -7.2879 -1.1598 -0.23
C -0.36895 -0.05225 -1.08199 4.7669 3.8693 -3.2966 0.20
O 0.32980 -1.01075 -1.99607 0.2971 1.6259 0.5350 -0.48
C 3.36459 -2.34688 -0.48337 -4.5368 -3.0708 -1.0411 0.21
N 2.23206 -2.38805 0.52897 0.4550 -2.2197 -4.0770 -0.53
H 0.55088 -3.68582 4.37460 0.7676 0.4410 -2.5345 0.26
H 1.78530 -4.09470 2.96353 -1.8854 1.1919 0.3820 0.22
H 1.06633 -2.29136 3.21687 -0.2000 -2.4995 0.0225 0.19
H -1.31660 -2.92790 2.64417 1.8673 -1.7809 -0.6030 0.24
H -0.93569 -4.79115 2.69803 0.9786 2.2985 -0.9891 0.23
H -1.14315 -2.97829 0.29320 1.9826 -1.4568 0.8612 0.25
H -1.80226 -5.46982 0.61461 2.1666 0.3451 -0.9916 0.25
H -0.96500 -5.05832 -1.04525 0.4240 -0.6196 2.4819 0.21
H 0.03741 -6.04858 0.30520 -1.6447 1.6814 -0.2856 0.24
H 0.99285 -4.67856 -2.04296 1.7045 1.8530 1.5328 0.29
H 4.63434 -2.99899 -2.96227 -2.0247 -1.6093 0.2524 0.25
H 3.75373 -4.75664 -3.09439 -0.3506 2.3273 0.5902 0.26
H 1.56188 -3.35802 -4.09196 2.4086 1.2328 0.1347 0.26
H 3.10169 -3.16216 -5.16842 -0.8361 0.9336 2.3655 0.28
H -1.24836 -0.23299 -0.33117 1.9771 -0.2417 -1.9606 0.26
H 4.38335 -1.75575 -0.46829 -2.5440 -1.3583 0.0956 0.30
H 2.22556 -1.84372 1.41879 0.1198 -0.6846 -1.1277 0.47
O -4.52042 -0.59734 2.63728 -0.6138 0.4392 -0.7875 -0.94
S -5.51735 0.33327 2.14781 -0.3309 0.4051 0.1271 2.34
O -6.62058 -0.09109 1.31459 1.1617 -0.0106 0.5650 -0.91
O -4.76424 1.58684 1.43056 -0.4932 -0.5003 0.9045 -0.71
C -3.86863 1.31735 0.35943 0.3421 -0.0820 -0.9519 -0.07
C -4.61259 0.93617 -0.90727 -0.2364 -0.2822 -0.1095 -0.65
C -6.18723 1.22255 3.53149 0.1257 0.1656 -0.0555 -0.88
H -3.14884 0.54268 0.64530 -0.1388 -0.0246 0.1937 0.16
H -3.29984 2.23527 0.17629 -0.2064 -0.0456 0.3558 0.20
H -5.14111 -0.01340 -0.78543 0.0702 0.1215 -0.0113 0.23
H -3.92044 0.82792 -1.74699 0.0086 0.1183 0.0858 0.21
H -5.36234 1.69372 -1.15735 0.2014 -0.0718 0.0303 0.23
H -5.36867 1.58143 4.15721 -0.0796 -0.0598 -0.1413 0.25
H -6.81843 0.53312 4.09738 0.1429 -0.0234 -0.2145 0.26
H -6.78912 2.05349 3.15904 0.1086 -0.1464 -0.0117 0.26
O 4.43933 6.20643 -0.59899 -0.9365 -0.2087 0.8454 -0.92
S 3.22836 6.42088 0.16721 -0.2196 0.1626 -0.2306 2.35
O 3.13439 6.07410 1.56806 0.3644 0.0120 -1.0714 -0.92
O 1.97351 5.75353 -0.62841 0.6079 1.0943 0.4269 -0.71
C 2.03449 4.37049 -0.95328 0.0400 -1.1686 -0.0791 -0.08
C 1.82396 3.49988 0.27187 0.2894 -0.1175 0.4240 -0.64
C 2.74164 8.11969 -0.00973 -0.1666 -0.0478 -0.1149 -0.88
H 2.98122 4.13341 -1.45070 -0.0457 0.1647 0.0844 0.19
H 1.23290 4.17291 -1.67305 0.1272 0.3573 0.0938 0.20
H 2.64195 3.61938 0.98775 -0.0764 0.0629 -0.0892 0.22
H 1.77473 2.44329 -0.00582 -0.0080 0.3478 -0.0089 0.22
H 0.89931 3.77725 0.78824 0.0713 -0.0747 -0.1400 0.21
H 2.77321 8.39351 -1.06538 0.0001 -0.1092 0.1414 0.25
H 3.44796 8.73012 0.55812 -0.0226 -0.2517 -0.0503 0.26
H 1.73633 8.24299 0.39718 0.1507 -0.0806 -0.0499 0.25